(1)
{
  "formula": "C23H17AuBrN2O",
  "method": "ωB97M-V/def2-TZVPD",
  "max_force_ha_per_bohr": 0.0527,
  "total_charge": -1,
  "de_lowest_ev": 0.9085,
  "total_energy_ev": -102886.2258,
  "lumo_energy_ha": [0.070, 0.070],
  "species": ["Au", "Br", "C", "C", "C", "C", "C", "C", "C", "C", "C", "C", "H", "H", "H", "H", "H", "H", "N", "C", "O", "C", "C", "C", "N", "C", "C", "H", "H", "H", "H", "H", "H", "C", "C", "C", "C", "C", "C", "C", "H", "H", "H", "H", "H"],
  "coordinates": [[-0.547674, 1.364014, -0.576093], [-3.640531, 0.914969, -0.420828], [-3.374808, 0.998183, 1.488354], [-4.366496, 0.450891, 2.256827], [-4.283453, 0.508960, 3.652791], [-3.227528, 1.143937, 4.239452], [-2.222996, 1.751566, 3.458740], [-1.194418, 2.494153, 4.071464], [-0.263721, 3.143973, 3.309712], [-0.259256, 2.981433, 1.919764], [-1.205220, 2.229809, 1.256271], [-2.252251, 1.660786, 2.029737], [-5.219927, -0.010824, 1.787791], [-5.075999, 0.077416, 4.244703], [-3.162468, 1.225131, 5.315404], [-1.158740, 2.557176, 5.152406], [0.500763, 3.755182, 3.776621], [0.528153, 3.445746, 1.341987], [2.638661, -5.231955, -0.312038], [2.074394, -4.409729, 0.650974], [2.185169, -4.723176, 1.836203], [1.330088, -3.247144, 0.195380], [0.665243, -2.457295, 1.161313], [-0.042780, -1.354108, 0.783923], [-0.144282, -0.928010, -0.489776], [0.479634, -1.667738, -1.418424], [1.195003, -2.805607, -1.142000], [3.255881, -5.940011, 0.053188], [2.843863, -4.888701, -1.232413], [0.722442, -2.747990, 2.196571], [-0.579100, -0.761735, 1.511946], [0.364239, -1.313274, -2.436042], [1.638740, -3.350658, -1.962803], [0.882691, 2.428561, -1.627781], [1.320496, 1.779675, -2.770968], [2.587710, 1.134918, -2.840097], [3.053218, 0.612859, -4.018264], [2.315303, 0.716647, -5.193310], [1.076368, 1.349610, -5.156764], [0.581867, 1.864673, -3.986988], [3.174065, 1.057490, -1.935325], [4.009331, 0.106207, -4.031335], [2.699083, 0.310254, -6.117900], [0.484572, 1.423662, -6.060917], [-0.385329, 2.350074, -3.961461]],
  "atomic_forces_ev_per_a": [[0.46, 1.27, 0.07], [-0.05, -0.06, 0.35], [-0.50, -0.22, -0.36], [0.07, 0.02, -0.42], [0.15, 0.10, 0.24], [-0.21, -0.09, 0.08], [-0.09, 0.00, -0.18], [0.25, 0.22, 0.17], [-0.02, -0.01, 0.31], [-0.22, 0.01, -0.32], [-0.28, -0.59, -0.09], [0.22, 0.32, 0.67], [-0.07, -0.07, -0.10], [-0.05, -0.08, 0.12], [-0.01, 0.00, 0.15], [-0.09, 0.01, 0.06], [0.01, -0.03, 0.08], [0.17, 0.01, -0.09], [-0.17, 0.40, 0.32], [1.11, -1.95, 0.75], [-0.27, 0.48, -0.90], [-1.41, 2.25, -0.53], [0.95, -1.23, -0.33], [-0.45, 0.69, -0.57], [0.28, -1.13, 0.31], [-0.62, 0.80, -0.10], [0.57, -1.01, 1.03], [-0.05, 0.08, 0.00], [-0.06, 0.06, -0.04], [0.00, -0.04, 0.14], [-0.02, 0.09, 0.08], [0.13, 0.01, -0.02], [0.03, 0.02, -0.09], [-0.06, -0.39, -0.19], [0.22, 0.46, -0.31], [0.01, -0.12, 0.44], [-0.15, -0.16, -0.24], [0.27, -0.27, -0.38], [0.05, 0.01, 0.05], [-0.26, 0.15, -0.05], [0.11, 0.02, 0.06], [0.13, -0.01, 0.00], [0.02, -0.04, -0.08], [-0.04, 0.04, -0.05], [-0.05, -0.03, -0.04]]
}


(2)
{
  "formula": "C4H8O2",
  "method": "ωB97M-V/def2-TZVPD",
  "max_force_ha_per_bohr": 0.0117,
  "smiles": "C[C@@H](O)CC=O",
  "total_charge": 0,
  "de_lowest_ev": 1.1725,
  "total_energy_ev": -8372.1093,
  "lumo_energy_ha": 0.027,
  "species": ["C", "C", "O", "C", "C", "O", "H", "H", "H", "H", "H", "H", "H", "H"],
  "coordinates": [[1.180173, 0.733266, -0.708452], [-0.058357, -0.144835, -0.698085], [0.199231, -1.253530, -1.551169], [-0.425910, -0.656543, 0.713047], [-0.908531, 0.430331, 1.658621], [-0.233351, 1.366604, 2.020451], [1.452200, 0.940323, -1.747472], [1.011847, 1.674424, -0.178283], [2.012972, 0.209801, -0.227086], [-0.906500, 0.430045, -1.100442], [-0.632473, -1.508255, -1.967580], [0.461697, -1.133944, 1.149520], [-1.197958, -1.427920, 0.612053], [-1.955040, 0.340232, 2.024875]],
  "atomic_forces_ev_per_a": [[0.04, 0.01, -0.01], [-0.03, 0.34, 0.21], [-0.24, -0.11, -0.10], [0.00, -0.03, -0.02], [0.23, 0.27, 0.03], [-0.29, -0.49, -0.20], [-0.02, 0.02, 0.16], [0.02, -0.19, -0.05], [-0.09, 0.07, -0.09], [0.10, -0.05, 0.08], [0.19, -0.09, 0.08], [-0.11, 0.12, -0.07], [0.06, 0.14, 0.06], [0.13, -0.02, -0.08]]
}


(3)
{
  "formula": "C9H20N5",
  "method": "ωB97M-V/def2-TZVPD",
  "max_force_ha_per_bohr": 0.1144,
  "smiles": "CN1CC[N@@H+](C)[C@@]12N(C)N=NC2(C)C",
  "total_charge": 1,
  "de_lowest_ev": 5.0525,
  "total_energy_ev": -17096.6253,
  "lumo_energy_ha": -0.095,
  "species": ["C", "C", "C", "C", "C", "C", "C", "C", "C", "N", "N", "N", "N", "N", "H", "H", "H", "H", "H", "H", "H", "H", "H", "H", "H", "H", "H", "H", "H", "H", "H", "H", "H", "H"],
  "coordinates": [[-2.103639, 0.189213, -0.313353], [-1.918204, -0.414835, 1.085555], [1.298579, 0.943500, 0.822908], [0.191033, 0.071104, -0.045818], [1.008169, 2.439065, 0.450274], [1.473334, 0.727279, 2.340881], [-0.720041, 1.382880, -2.053017], [0.651714, -1.628944, -1.993112], [-0.383287, -2.415920, 0.548950], [2.491824, 0.382716, 0.204800], [2.313976, -0.409105, -0.713913], [-0.880699, 0.702792, -0.756888], [1.016025, -0.643953, -0.951448], [-0.539624, -1.033607, 1.035802], [-2.444167, -0.519898, -1.004577], [-2.785633, 0.915040, -0.279760], [-2.057963, 0.480977, 1.802915], [-2.721093, -1.145313, 1.510853], [1.757895, 2.989364, 1.074847], [0.053003, 2.630855, 0.665538], [1.293435, 2.808877, -0.514597], [2.372180, 1.209045, 2.440490], [1.515990, -0.239249, 2.604554], [0.668022, 1.080900, 2.945766], [0.296477, 1.115427, -2.392254], [-1.663925, 0.977324, -2.661164], [-0.886959, 2.390716, -1.944605], [0.491720, -1.207724, -2.994423], [1.474373, -2.233704, -2.272245], [-0.159250, -2.256319, -1.877930], [-1.140926, -2.838313, -0.045319], [0.471813, -2.668573, -0.060578], [-0.366481, -3.040507, 1.452353], [-0.067674, -0.741110, 1.888513]],
  "atomic_forces_ev_per_a": [[0.69, -2.31, 0.67], [-1.88, 0.30, 1.11], [-2.33, -1.13, -2.56], [0.68, -0.30, -0.49], [5.66, -1.15, 1.13], [-2.49, 1.95, -2.60], [-1.82, -4.04, -0.07], [1.29, 2.40, -1.93], [0.51, -1.41, 2.57], [1.72, 1.10, 0.36], [0.92, -0.37, 0.12], [1.72, 0.01, 2.29], [-1.09, -0.55, -0.02], [-0.43, 2.97, -2.07], [-0.89, -1.56, -1.16], [-3.09, 2.85, 0.36], [1.31, -1.50, -0.72], [1.48, 0.96, -1.38], [-1.07, -0.03, -0.07], [-3.62, 1.07, 0.99], [-0.14, -0.60, -0.95], [2.16, 1.10, 1.32], [1.01, -3.81, 0.68], [-0.45, 1.19, 0.31], [-0.80, 0.35, -0.55], [2.46, 0.70, 0.46], [0.01, 2.48, 0.16], [-0.30, 0.86, 0.35], [1.28, -0.74, 0.70], [-1.73, -0.90, 1.03], [-1.83, 0.46, -0.56], [0.72, 0.78, 0.73], [0.15, 0.01, -0.26], [0.20, -1.15, 0.04]]
}